# C11H29Br6N6O7P

A structure of composition C11H29Br6N6O7P (wB97M-V/def2-TZVPD, OMol25).

Output
LUMO energy ... -0.60 eV
Gap between HOMO and LUMO ... 8.22 eV

Last column: Mulliken charge in e.
CARTESIAN COORDINATES (ANGSTROEM)
C  3.82719  -2.95609  -1.67429  -0.36
N  3.93881  -3.90593  -0.53423  0.91
O  3.16732  -4.83789  -0.53638  -0.53
O  4.65655  -3.63481  0.39013  -0.56
H  4.80719  -2.52466  -1.86509  0.29
H  3.17290  -2.14680  -1.36830  -0.02
H  3.49468  -3.51779  -2.53841  0.28
C  -2.41718  2.83241  1.08545  -0.77
N  -1.66146  3.29686  -0.10277  0.94
O  -1.51803  2.53099  -1.03331  -0.33
O  -1.21092  4.42298  -0.08333  -0.57
H  -2.50787  1.75084  1.06158  0.13
H  -3.41678  3.25369  0.98119  0.34
H  -1.93971  3.22532  1.97451  0.31
C  -1.05090  4.76134  -3.83421  -0.29
N  -1.10326  5.15318  -5.26367  0.94
O  -2.14512  4.97224  -5.86659  -0.52
O  -0.06564  5.55525  -5.76175  -0.55
H  -0.90146  5.64494  -3.22199  0.35
H  -0.21033  4.07219  -3.74316  -0.25
H  -1.95029  4.20370  -3.59697  0.31
O  -1.94824  -0.14397  2.56391  -0.93
P  -0.66870  -0.88488  2.48849  0.30
N  0.61173  0.05748  3.05233  0.29
C  0.54876  1.48456  2.76541  -0.89
C  1.92495  -0.39469  3.51837  -1.28
N  -0.30695  -1.33448  0.91655  0.74
C  -1.38032  -1.40311  -0.06934  -0.64
C  0.91036  -2.05516  0.55815  -0.20
N  -0.53161  -2.28741  3.41875  0.31
C  -1.07524  -3.56697  2.94165  -1.05
C  -0.30906  -2.20001  4.83909  -1.14
H  -0.45731  1.86861  2.93359  0.19
H  0.81686  1.65258  1.71326  0.11
H  1.22474  2.02419  3.42785  0.50
H  2.10080  -1.45632  3.35056  0.45
H  1.96036  -0.24870  4.60240  0.30
H  2.70207  0.19108  3.02889  0.42
H  -1.97031  -0.48830  -0.10003  -0.16
H  -1.01431  -1.60919  -1.07354  0.36
H  -2.07066  -2.21562  0.19590  0.29
H  0.74556  -3.12653  0.71742  0.31
H  1.19064  -1.77481  -0.45233  -0.46
H  1.73821  -1.77146  1.21230  0.23
H  -1.00729  -3.63329  1.86192  0.25
H  -0.44466  -4.37030  3.33753  0.34
H  -2.04060  -3.66901  3.44338  0.32
H  0.54223  -2.82547  5.13673  0.34
H  -1.15674  -2.56183  5.43411  0.35
H  -0.08785  -1.18423  5.15952  0.34
C  1.07521  1.42038  -2.61446  0.36
Br  1.96024  1.98075  -0.95443  -0.03
Br  1.30269  -0.50302  -2.90771  -0.12
Br  1.72428  2.50714  -4.08798  -0.05
H  0.00601  1.56768  -2.52346  -0.20
C  -2.19123  -0.31021  -4.43841  -0.12
Br  -3.22340  -1.47568  -5.60632  -0.03
Br  -3.14856  -0.07051  -2.75012  0.00
Br  -1.79937  1.40034  -5.26193  0.02
H  -1.21899  -0.74157  -4.24640  0.12

Forces on the atoms, in the same order (eV/Å):
0.9500 0.0594 -0.2427
-1.1219 0.2634 0.1586
-0.2114 -0.5695 -0.3566
0.9189 0.4191 0.3187
0.0433 -0.0889 0.1129
-0.2286 -0.1847 -0.0115
-0.3057 0.1090 0.0438
-0.6249 -0.1135 -0.1894
0.5060 0.2393 0.1089
-0.1638 -0.3457 -0.2147
-0.1235 0.0676 0.0925
0.3326 -0.0219 0.1579
0.0534 0.1473 0.0528
0.0369 -0.0409 -0.0448
0.0156 -0.5506 0.1727
0.1989 -0.3610 -0.3768
0.1975 0.1964 0.1181
-0.3571 0.0802 0.1698
-0.0295 -0.0026 -0.0345
-0.0606 0.4445 0.0609
-0.1818 0.3309 0.0400
0.1702 -0.0174 -0.3789
1.0193 -0.2656 0.5358
-0.4677 -0.5933 0.0001
-0.2185 -0.1925 -0.2635
-0.6941 -0.0545 0.2414
-0.1190 0.5187 -0.0710
-0.6246 -0.4517 0.4932
-0.3190 0.1444 1.0223
0.4980 0.8283 -1.1566
0.7768 0.5458 1.3399
0.1524 -0.3637 0.6070
0.0499 -0.1370 0.0170
0.0794 0.3223 0.1663
0.0724 -0.0026 -0.0639
-0.1216 0.0345 -0.1741
0.3967 0.1367 -0.0030
0.1434 -0.0945 0.0192
0.1950 0.0381 0.0902
0.3097 0.1052 0.1070
-0.1070 0.0229 -0.2612
0.3436 -0.1269 -0.5628
-0.0721 -0.3532 -0.1100
-0.1105 0.0919 -0.0166
-0.6702 0.0741 -0.0493
0.0589 0.0065 -0.0402
-0.4003 -0.3864 -0.8268
0.0290 0.0114 -0.0857
-0.1727 0.1104 -0.1983
-0.1154 0.0350 -0.1516
0.5117 0.0815 0.1879
-0.4644 -0.3255 -0.6323
0.0225 0.6230 -0.1894
0.0711 -0.6212 0.2772
0.0488 0.1782 0.1537
-0.5667 0.2432 -0.0004
0.4341 0.3137 0.2382
0.3882 -0.0375 -0.5790
-0.1991 -0.2344 0.0558
-0.1725 -0.2857 0.1261